# C6H14O

A 2-piece molecular cluster, C6H14O overall (ωB97M-V/def2-TZVPD, the Open Molecules 2025 dataset).

The geometry in ORCA input format:
```
! wB97M-V def2-TZVPD RIJCOSX def2/J DEFGRID3
* xyz 0 1
C 0.761 -1.468 1.250
C 1.345 -0.468 0.577
C 1.531 0.899 1.178
C 1.856 -0.640 -0.828
H 0.634 -2.458 0.796
H 0.395 -1.325 2.273
H 1.129 0.936 2.204
H 1.007 1.655 0.568
H 2.603 1.155 1.209
H 1.343 0.064 -1.506
H 2.939 -0.435 -0.864
H 1.679 -1.667 -1.189
O -1.348 0.963 -0.957
C -2.031 1.148 0.267
C -1.735 -0.255 -1.562
H -1.696 2.107 0.696
H -1.803 0.342 0.985
H -3.123 1.190 0.120
H -1.494 -1.121 -0.922
H -2.814 -0.273 -1.786
H -1.177 -0.352 -2.508
*
```

Values from the calculation:
orbital gap = 10.204 eV
energy relative to the best compared isomer or geometry (same formula, charge and spin) = 151.9 kJ/mol
SMILES string = C=C(C)C.COC
highest occupied orbital energy = -0.3381 hartree